21
Properties=species:S:1:pos:R:3:forces:R:3 method="wB97M-V/def2-TZVPD" charge=-1 homo_lumo_gap_ev=8.68 lumo_ev=3.673 de_lowest_kcal_mol=0.00
C -0.072 1.580 0.060 1.02 -2.81 2.24
C -1.424 -1.096 -0.115 -0.27 -1.29 0.75
C -0.961 -0.548 1.050 -0.37 0.10 -3.12
C -0.537 -1.476 -1.285 2.31 -0.38 2.37
C 0.879 -1.793 -0.530 -1.11 -0.42 -0.63
C 1.411 -0.508 0.017 0.74 -0.02 -0.37
C 0.358 0.126 0.950 0.66 4.06 -2.36
N -0.751 3.164 -1.085 0.04 0.71 -0.61
N -0.303 1.904 -1.221 -0.07 -0.52 1.51
N -0.292 2.541 0.925 -0.51 0.56 -0.61
N -0.734 3.548 0.153 -0.18 0.47 0.04
O 0.911 0.625 2.151 -0.76 0.19 0.25
H -2.438 -1.495 -0.193 -0.06 0.56 0.25
H -1.664 -0.054 1.683 -0.40 -0.33 0.95
H -0.888 -2.351 -1.903 0.26 1.32 0.49
H -0.188 -0.547 -1.763 -0.97 -0.39 -0.92
H 0.691 -2.316 0.415 0.02 -1.24 -0.77
H 1.603 -2.214 -1.251 -0.32 -0.29 0.59
H 2.415 -0.698 0.486 -1.02 0.41 -0.05
H 1.550 0.113 -0.880 0.37 0.39 0.63
H 0.433 1.495 2.338 0.64 -1.10 -0.65